Record 1
6
Properties=species:S:1:pos:R:3:forces:R:3:lowdin_charge:R:1 method="wB97M-V/def2-TZVPD" total_charge=-1 relative_energy_kcal_mol=1.0
N 0.421 0.477 0.789 0.113 0.474 1.284 -0.946
S 2.194 -0.483 -0.726 0.897 -0.415 -0.729 -0.032
S -0.486 1.668 0.588 -1.924 -0.477 -1.367 0.319
S 0.743 -1.149 0.448 -0.932 0.028 -0.526 -0.181
S -2.110 1.508 -0.599 1.436 0.315 1.019 -0.075
S -0.762 -2.021 -0.500 0.410 0.075 0.319 -0.085

Record 2
Entry from OMol25: an isolated molecule of O10P2 (the ωB97M-V functional and the def2-TZVPD basis).

```
12
Properties=species:S:1:pos:R:3:forces:R:3:lowdin_charge:R:1
O 0.735 -2.253 0.006 -1.187 0.754 0.612 0.029
O 1.592 -1.472 -0.807 -1.908 -0.003 -1.528 -0.048
O 2.456 -0.810 -0.086 2.032 0.835 1.152 -0.066
O 1.887 0.378 0.521 -0.184 -0.052 0.320 -0.276
P 1.482 1.651 -0.453 1.193 -0.818 -0.884 0.905
O 1.116 2.712 0.710 0.921 0.727 0.795 -0.215
O 0.013 1.947 0.120 -1.748 -0.053 -0.427 -0.388
O -0.153 -1.379 0.720 1.383 -0.553 0.992 -0.117
O -1.268 -1.024 -0.038 -0.303 -0.038 -1.076 -0.271
P -2.092 0.408 0.412 0.196 -1.624 0.990 0.959
O -3.536 -0.198 -0.094 -1.074 -0.895 1.530 -0.251
O -2.802 0.662 -0.983 0.678 1.719 -2.477 -0.263
```
Forces are in eV/Å.

Here are the calculated HOMO energy numbers, same order: -0.1553, -0.3868 (Eh).
Here are the calculated LUMO numbers, same order: 2.3, -0.7 (eV).
Here are the calculated molecular weight numbers, same order: 174.3, 221.9 (g mol⁻¹).